The following is a quantum chemistry calculation of a cluster of 8 separate species, C16H32Br16 in total at a distorted geometry, from the Open Molecules 2025 dataset.

Its total energy is -41812.98460 hartree. The lowest unoccupied orbital energy is 0.1186 eV. Its molar mass is 1502.90 u. The value obtained for the HOMO energy is -0.3675 Ha. Its strongest force on any atom is 2.2 eV Å⁻¹. The relative energy (zero: lowest compared OMol25 entry of this formula, charge and spin) comes out at 81.04 kcal per mole. Its structure (SMILES) is BrCCBr.BrCCBr.BrCCBr.BrCCBr.BrCCBr.BrCCBr.BrCCBr.BrCCBr. As for the spin multiplicity: 1.

Structure (XYZ):
```
64
C16H32Br16, DFT ωB97M-V/def2-TZVPD
Br 7.95 6.21 -0.96
C 8.22 4.86 -2.36
C 8.75 3.62 -1.76
Br 7.35 2.86 -0.50
H 8.89 5.27 -3.12
H 7.29 4.65 -2.88
H 9.65 3.80 -1.16
H 8.86 2.84 -2.51
Br 4.70 -4.24 6.30
C 3.88 -5.89 7.13
C 2.70 -6.60 6.42
Br 3.37 -7.77 4.97
H 3.62 -5.57 8.14
H 4.66 -6.65 7.19
H 1.95 -6.00 5.91
H 2.07 -7.25 7.03
Br 2.82 4.26 -9.62
C 1.15 3.37 -8.85
C -0.22 4.04 -9.24
Br -1.25 2.74 -10.44
H 1.29 3.50 -7.78
H 1.23 2.32 -9.15
H 0.01 4.91 -9.86
H -0.85 4.33 -8.40
Br 3.13 -2.81 -5.79
C 4.99 -2.25 -5.57
C 5.57 -1.93 -6.98
Br 7.22 -0.77 -6.64
H 5.58 -2.98 -5.01
H 5.06 -1.41 -4.87
H 4.85 -1.28 -7.48
H 5.79 -2.83 -7.55
Br 0.84 1.53 8.72
C 0.21 3.40 8.80
C -0.72 3.49 7.63
Br -1.27 5.38 7.36
H 1.01 4.05 8.44
H -0.22 3.86 9.69
H -1.60 2.87 7.79
H -0.27 3.30 6.66
Br -1.07 -1.11 1.81
C -0.53 -0.34 0.05
C -0.22 1.14 0.25
Br -0.55 2.08 -1.42
H -1.44 -0.50 -0.54
H 0.20 -0.85 -0.58
H 0.82 1.37 0.52
H -0.86 1.66 0.97
Br -6.22 -2.73 8.27
C -7.36 -2.47 6.74
C -8.64 -1.84 7.25
Br -9.97 -1.65 5.68
H -7.44 -3.48 6.35
H -6.83 -1.92 5.96
H -8.57 -0.87 7.74
H -9.09 -2.62 7.85
Br -8.63 -2.23 -2.38
C -8.41 -1.13 -3.97
C -9.13 -1.67 -5.23
Br -9.29 -0.37 -6.64
H -7.33 -1.08 -4.12
H -8.76 -0.12 -3.77
H -10.19 -1.80 -5.03
H -8.74 -2.67 -5.45
```

The following is a quantum chemistry calculation of a cluster of 8 separate species, C16H32Cl16 in total at a distorted geometry, from the Open Molecules 2025 dataset.

Its total energy is -7991.95695 hartree. The lowest unoccupied orbital energy is 0.2093 eV. Its molar mass is 791.68 u. The value obtained for the HOMO energy is -0.3880 Ha. Its strongest force on any atom is 1.3 eV Å⁻¹. The relative energy (zero: lowest compared OMol25 entry of this formula, charge and spin) comes out at 1.31 kcal per mole. Its structure (SMILES) is ClCCCl.ClCCCl.ClCCCl.ClCCCl.ClCCCl.ClCCCl.ClCCCl.ClCCCl. As for the spin multiplicity: 1.

Structure (XYZ):
```
64
C16H32Cl16, DFT ωB97M-V/def2-TZVPD
Cl -5.06 2.34 0.41
C -3.30 2.47 0.68
C -2.70 3.47 -0.31
Cl -0.93 3.31 -0.27
H -2.89 1.47 0.52
H -3.12 2.76 1.71
H -2.94 4.48 0.01
H -3.05 3.24 -1.31
Cl -2.98 1.11 -3.02
C -1.99 1.22 -4.48
C -0.78 2.12 -4.33
Cl -1.17 3.80 -3.94
H -2.60 1.51 -5.34
H -1.63 0.21 -4.67
H -0.20 2.11 -5.25
H -0.16 1.75 -3.51
Cl 1.61 6.57 -2.51
C 1.80 4.95 -1.81
C 3.24 4.57 -1.58
Cl 4.25 4.76 -3.02
H 1.36 4.22 -2.49
H 1.25 4.94 -0.88
H 3.30 3.53 -1.27
H 3.69 5.17 -0.79
Cl 2.59 -4.26 -0.07
C 3.11 -3.85 1.58
C 3.48 -2.42 1.76
Cl 4.85 -1.92 0.72
H 3.91 -4.53 1.86
H 2.25 -4.08 2.21
H 3.81 -2.25 2.78
H 2.63 -1.78 1.54
Cl 1.10 -0.18 -1.93
C 1.59 0.41 -0.34
C 0.50 0.23 0.66
Cl 0.07 -1.50 0.89
H 1.83 1.47 -0.41
H 2.48 -0.14 -0.04
H -0.42 0.71 0.32
H 0.69 0.64 1.65
Cl -3.15 -2.44 5.04
C -2.41 -3.83 4.17
C -1.09 -3.40 3.56
Cl -0.59 -4.55 2.29
H -3.11 -4.14 3.40
H -2.31 -4.64 4.88
H -0.28 -3.40 4.29
H -1.20 -2.41 3.13
Cl -1.07 -2.49 -5.62
C -0.66 -3.93 -4.61
C 0.48 -3.60 -3.67
Cl 2.03 -3.66 -4.56
H -0.38 -4.70 -5.32
H -1.57 -4.21 -4.09
H 0.58 -4.35 -2.90
H 0.34 -2.59 -3.28
Cl 1.26 -0.04 4.21
C -0.47 -0.04 4.68
C -0.99 1.37 4.92
Cl -0.90 2.32 3.40
H -0.52 -0.63 5.59
H -1.05 -0.48 3.88
H -0.36 1.92 5.62
H -2.02 1.33 5.25
```

The following is a quantum chemistry calculation of a structure of composition C16H32CrN2O18 at a distorted geometry, from the Open Molecules 2025 dataset.

Its total energy is -3136.61485 hartree. The lowest unoccupied orbital energy (alpha / beta) is -4.1901 / -8.2736 eV. Its molar mass is 592.42 u. The value obtained for the HOMO energy (alpha / beta) is -0.4177 / -0.4350 Ha. Its net charge is +1. Its strongest force on any atom is 6.5 eV Å⁻¹. As for the spin multiplicity: 6.

Structure (XYZ):
```
69
C16H32CrN2O18, DFT ωB97M-V/def2-TZVPD
Cr -12.69 2.82 25.22
N -13.66 1.05 27.21
O -14.04 0.15 27.95
O -13.45 0.91 26.04
O -13.40 2.15 27.59
N -11.31 5.01 23.05
O -10.14 4.73 22.90
O -11.92 4.23 23.80
O -11.79 6.05 22.64
C -10.76 -1.86 22.46
C -11.41 -0.58 23.08
O -12.15 0.10 22.06
C -12.98 1.06 22.37
O -13.01 1.75 23.34
O -13.74 1.17 21.40
C -14.72 2.29 21.33
H -10.18 -2.49 23.15
H -10.20 -1.70 21.54
H -11.55 -2.53 22.13
H -10.70 0.21 23.35
H -12.09 -0.69 23.92
H -15.35 2.12 20.45
H -14.24 3.26 21.28
H -15.38 2.51 22.16
C -15.87 4.51 27.93
C -16.88 4.42 26.79
O -16.94 3.25 25.96
C -15.95 2.92 25.07
O -14.85 3.53 24.90
O -16.30 1.85 24.35
C -17.61 1.21 24.39
H -16.05 5.46 28.44
H -14.83 4.49 27.61
H -16.15 3.77 28.68
H -16.62 5.30 26.19
H -17.91 4.57 27.12
H -17.65 0.74 25.38
H -17.61 0.41 23.65
H -18.44 1.89 24.20
C -7.24 3.74 24.38
C -8.58 3.27 24.76
O -8.61 2.44 25.91
C -9.68 1.68 26.09
O -10.80 1.76 25.46
O -9.42 0.80 27.15
C -10.29 -0.35 27.41
H -6.85 4.37 25.18
H -7.22 4.24 23.41
H -6.64 2.84 24.25
H -8.95 2.64 23.95
H -9.23 4.12 24.95
H -11.34 -0.09 27.27
H -10.04 -0.91 28.31
H -10.02 -0.98 26.57
C -14.64 7.37 26.16
C -13.13 7.37 25.88
O -12.33 6.92 27.02
C -12.17 5.66 27.23
O -12.55 4.68 26.50
O -11.44 5.50 28.40
C -11.52 4.30 29.14
H -14.90 7.88 27.08
H -15.08 6.38 26.27
H -15.14 7.89 25.34
H -12.80 8.39 25.68
H -12.83 6.82 24.98
H -10.73 4.40 29.88
H -11.23 3.37 28.66
H -12.55 4.15 29.48
```